[1]
This record from the Open Molecules 2025 dataset describes a molecular structure, C42H58BN9RuSb. The level of theory is ωB97M-V with the def2-TZVPD basis set.

Geometry as XYZ:
```
112
Properties=species:S:1:pos:R:3
Ru -0.056 -0.063 -0.133
C 0.892 -1.913 4.906
C 0.203 -2.057 3.586
C -0.667 -3.056 3.203
C -1.072 -2.784 1.901
N -0.439 -1.640 1.486
N 0.327 -1.215 2.553
B 1.198 0.062 2.573
N 0.359 1.349 2.405
N -0.383 1.669 1.288
C -0.968 2.873 1.543
C -0.571 3.290 2.810
C 0.253 2.316 3.327
C 0.928 2.305 4.660
C -1.891 3.768 0.698
C -2.418 3.198 -0.612
C -3.111 4.140 1.557
C -1.120 5.062 0.371
N 2.354 -0.007 1.556
N 2.196 -0.038 0.188
C 3.451 -0.066 -0.344
C 4.370 -0.056 0.701
C 3.656 -0.018 1.877
C 4.193 0.012 3.272
C 3.948 -0.107 -1.795
C 4.851 1.121 -2.011
C 4.792 -1.383 -1.963
C 2.901 -0.100 -2.899
C -2.097 -3.669 1.174
C -2.426 -4.867 2.075
C -1.585 -4.220 -0.154
C -3.405 -2.923 0.903
H 0.604 -2.744 5.546
H 1.976 -1.926 4.800
H 0.617 -0.986 5.408
H -0.977 -3.880 3.822
H 1.694 0.116 3.648
H -0.852 4.204 3.310
H 0.678 3.222 5.188
H 0.604 1.462 5.271
H 2.012 2.252 4.564
H -3.187 2.449 -0.447
H -2.880 4.011 -1.177
H -1.634 2.773 -1.226
H -3.731 3.266 1.770
H -2.829 4.595 2.507
H -3.726 4.860 1.012
H -0.346 4.888 -0.380
H -1.814 5.800 -0.036
H -0.648 5.495 1.254
H 5.445 -0.074 0.620
H 5.279 0.004 3.230
H 3.879 0.908 3.807
H 3.868 -0.853 3.850
H 5.645 1.185 -1.267
H 5.316 1.060 -2.997
H 4.269 2.046 -1.967
H 5.564 -1.473 -1.197
H 4.166 -2.278 -1.921
H 5.286 -1.365 -2.937
H 2.354 0.834 -2.932
H 3.417 -0.209 -3.856
H 2.202 -0.924 -2.809
H -1.541 -5.464 2.302
H -2.891 -4.558 3.013
H -3.135 -5.509 1.552
H -0.670 -4.802 -0.025
H -2.345 -4.881 -0.578
H -1.412 -3.421 -0.867
H -3.815 -2.478 1.814
H -3.262 -2.148 0.153
H -4.142 -3.627 0.510
C -2.965 0.069 1.969
C -3.325 0.051 0.511
C -4.680 0.113 0.202
C -5.110 0.083 -1.104
C -4.157 -0.013 -2.108
C -2.817 -0.067 -1.766
N -2.393 -0.033 -0.478
Sb -1.546 -0.166 -3.487
C -0.288 1.490 -2.973
C -0.167 2.404 -4.006
C 0.596 3.546 -3.815
C 1.209 3.722 -2.596
C 1.070 2.780 -1.579
C 1.779 3.074 -0.285
N 0.318 1.661 -1.773
C -0.224 -1.734 -2.874
C -0.026 -2.664 -3.879
C 0.835 -3.727 -3.660
C 1.452 -3.822 -2.434
C 1.219 -2.880 -1.437
C 1.897 -3.102 -0.116
N 0.384 -1.827 -1.666
H -3.823 -0.262 2.552
H -2.715 1.077 2.294
H -2.121 -0.572 2.196
H -5.392 0.175 1.014
H -6.167 0.120 -1.342
H -4.454 -0.046 -3.148
H -0.665 2.226 -4.950
H 0.708 4.280 -4.603
H 1.816 4.599 -2.408
H 2.504 3.869 -0.447
H 2.296 2.208 0.107
H 1.081 3.412 0.478
H -0.536 -2.555 -4.828
H 1.009 -4.472 -4.427
H 2.121 -4.645 -2.220
H 2.379 -4.078 -0.122
H 1.191 -3.072 0.710
H 2.661 -2.354 0.075
```

Properties
Charge = +2
2S+1 = 6
DFT total energy = -2487.5765 hartree
Highest occupied orbital energy (alpha / beta) = -0.5129 / -0.5120 Eh
Kohn-Sham gap (alpha / beta) = 8.86 / 6.39 eV

Atom charges from the Mulliken analysis, given in e for atoms 1 to 6: number 1, Ru, carries 2.96; number 2, C, carries -1.25; number 3, C, carries 0.33; number 4, C, carries -1.00; number 5, C, carries -0.80; number 6, N, carries 0.89

***

[2]
This record from the Open Molecules 2025 dataset describes a molecular structure, C42H58FeN4O3. The level of theory is ωB97M-V with the def2-TZVPD basis set.

Geometry as XYZ:
```
108
Properties=species:S:1:pos:R:3
Fe 0.259 0.364 -0.124
C -6.262 0.467 -2.376
C -4.840 -0.087 -2.409
C -3.872 0.481 -1.416
C -4.027 0.932 -0.112
C -5.228 0.925 0.772
C -5.181 -0.324 1.665
C -2.706 1.179 0.387
C -2.346 1.830 1.580
C -1.105 1.690 2.156
C -0.643 2.350 3.366
C -1.252 3.604 3.893
C -2.358 3.327 4.913
C 0.433 1.644 3.808
C 0.664 0.582 2.835
C 1.505 -0.490 2.966
C 1.698 -1.436 1.931
N 1.438 -1.159 0.614
C 1.897 -2.224 -0.105
C 1.931 -2.278 -1.512
C 1.148 -1.493 -2.330
N 0.149 -0.691 -1.868
C -0.540 -0.240 -2.970
C -1.807 0.269 -2.904
C -2.463 0.489 -1.664
N -1.774 0.817 -0.540
C 0.167 -0.638 -4.182
C 1.175 -1.462 -3.789
C 2.117 -2.250 -4.636
C 1.574 -3.664 -4.868
C -0.180 -0.173 -5.557
C -1.327 -0.976 -6.175
C 2.382 -3.236 0.780
C 2.256 -2.739 2.068
C 2.465 -3.461 3.361
C 3.872 -4.010 3.606
C 2.682 -4.623 0.340
C 1.364 -5.406 0.323
N -0.208 0.724 1.785
C 1.256 1.854 5.031
C 0.685 1.061 6.211
H -6.802 0.123 -3.257
H -6.240 1.555 -2.384
H -6.812 0.128 -1.502
H -4.439 0.071 -3.415
H -4.877 -1.172 -2.253
H -6.136 0.920 0.178
H -5.254 1.814 1.402
H -4.927 -1.194 1.064
H -6.143 -0.502 2.139
H -4.422 -0.205 2.437
H -3.086 2.434 2.082
H -1.677 4.160 3.054
H -0.479 4.228 4.351
H -3.172 2.773 4.451
H -2.752 4.263 5.302
H -1.977 2.733 5.739
H 2.017 -0.645 3.903
H 2.583 -3.005 -1.972
H -2.349 0.461 -3.818
H 3.098 -2.308 -4.157
H 2.238 -1.751 -5.598
H 1.369 -4.145 -3.916
H 2.298 -4.263 -5.412
H 0.650 -3.632 -5.438
H 0.698 -0.262 -6.203
H -0.455 0.884 -5.516
H -1.018 -2.007 -6.326
H -1.611 -0.555 -7.135
H -2.202 -0.965 -5.532
H 1.761 -4.299 3.381
H 2.192 -2.798 4.184
H 4.169 -4.729 2.848
H 3.888 -4.518 4.568
H 4.610 -3.212 3.622
H 3.390 -5.106 1.011
H 3.118 -4.622 -0.660
H 0.938 -5.444 1.320
H 1.513 -6.422 -0.032
H 0.647 -4.911 -0.326
H 1.274 2.913 5.295
H 2.284 1.540 4.839
H -0.264 1.483 6.529
H 1.369 1.084 7.054
H 0.514 0.026 5.929
C 3.642 1.247 0.881
O 2.414 1.811 0.476
C 2.160 3.025 1.154
C 1.035 3.800 0.447
O 0.139 2.940 -0.238
C -0.017 3.242 -1.609
C 1.226 2.898 -2.425
O 1.637 1.584 -2.117
C 2.900 1.286 -2.675
H 4.473 1.917 0.630
H 3.658 1.070 1.961
H 3.754 0.304 0.352
H 1.882 2.812 2.194
H 3.071 3.641 1.167
H 0.467 4.365 1.196
H 1.469 4.508 -0.264
H -0.851 2.622 -1.933
H -0.270 4.301 -1.747
H 0.985 2.981 -3.494
H 2.038 3.603 -2.194
H 2.863 1.360 -3.769
H 3.663 1.973 -2.288
H 3.142 0.265 -2.390
```

Properties
Charge = +1
Energy above the lowest of the compared OMol25 structures with the same formula, charge and spin = 135.9 kJ/mol
2S+1 = 6
DFT total energy = -3343.4557 hartree
Highest occupied orbital energy (alpha / beta) = -0.3356 / -0.3654 Eh
Kohn-Sham gap (alpha / beta) = 5.28 / 4.94 eV

Atom charges from the Mulliken analysis, given in e for atoms 1 to 6: number 1, Fe, carries 0.72; number 2, C, carries -1.48; number 3, C, carries -0.12; number 4, C, carries -0.05; number 5, C, carries 0.16; number 6, C, carries -1.20

***

no.,maximum force (eV/Å)
1,0.4
2,2.0